No. 1
DFT (ωB97M-V with the def2-TZVPD basis set) results for a molecular structure, C52H40N4OOsP2Se.

* highest occupied orbital energy: -11.78 eV
* maximum force: 0.52 eV/Å
* energy above the lowest of the compared OMol25 structures with the same formula, charge and spin: 0.0 kcal/mol
* total energy: -5474.14709 Eh
* charge: +2
* orbital gap: 0.156 Eh

Geometry as XYZ:
```
101
Properties=species:S:1:pos:R:3:forces:R:3
Os -0.569270 0.622298 -0.232650 -0.1351 -0.1744 -0.3754
O -2.783795 0.399150 -0.979766 0.1767 -0.2078 0.4415
C -2.373448 -0.235751 -0.010438 -0.1260 0.2500 -0.0840
C -2.987780 -1.036975 1.038331 -0.0627 -0.0235 -0.0799
C -4.269191 -1.581788 1.053429 -0.0251 -0.0125 0.0060
C -4.663355 -2.290632 2.176211 -0.0122 -0.0061 -0.0147
C -3.794473 -2.442344 3.256310 0.0091 -0.0009 0.0122
C -2.517079 -1.893893 3.235898 -0.0002 0.0069 0.0477
C -2.113593 -1.182692 2.115816 0.0435 -0.0083 -0.0140
P -0.473343 -0.384997 1.872528 0.0016 -0.1481 0.0224
C -0.374836 0.947771 3.100022 0.1118 0.0351 -0.0252
C -1.462185 1.377719 3.852116 -0.0073 -0.0125 0.0054
C -1.341591 2.492794 4.676690 -0.0230 0.0033 0.0013
C -0.139309 3.178045 4.756001 0.0084 0.0140 -0.0067
C 0.957613 2.744515 4.016452 -0.0167 -0.0004 -0.0093
C 0.837870 1.640780 3.187019 -0.0278 -0.0575 -0.0012
C 0.621690 -1.699453 2.518742 -0.0718 -0.0136 -0.0103
C 1.530533 -1.500525 3.559168 -0.0201 -0.0336 -0.0185
C 2.149195 -2.587630 4.161117 0.0104 0.0373 0.0190
C 1.858194 -3.878468 3.748073 -0.0081 -0.0126 0.0070
C 0.962012 -4.084938 2.708228 0.0299 0.0219 -0.0360
C 0.355029 -3.002832 2.091309 0.0011 0.0268 0.0509
H -4.929093 -1.460066 0.203731 0.0158 0.0020 0.0093
H -5.648707 -2.736522 2.215698 0.0219 0.0146 -0.0002
H -4.119393 -3.003504 4.123485 0.0120 0.0135 -0.0180
H -1.846225 -2.032882 4.075988 -0.0211 0.0027 -0.0157
H -2.406026 0.846134 3.810353 0.0293 -0.0102 0.0138
H -2.189275 2.815293 5.268464 0.0236 -0.0061 -0.0127
H -0.047029 4.037643 5.407239 -0.0039 -0.0189 -0.0066
H 1.908147 3.256981 4.102731 -0.0201 -0.0112 -0.0006
H 1.699842 1.279682 2.629838 -0.0235 0.0486 0.0193
H 1.742969 -0.512981 3.936327 0.0135 0.0338 0.0075
H 2.851203 -2.420619 4.967500 -0.0095 0.0040 -0.0180
H 2.327804 -4.722359 4.237030 -0.0065 0.0143 -0.0059
H 0.725856 -5.088667 2.378879 0.0025 0.0250 0.0112
H -0.367716 -3.180392 1.307181 0.0019 -0.0260 -0.0174
C -2.082420 -0.864677 -5.732271 -0.0117 0.0037 -0.0143
C -1.956879 0.267887 -4.938588 0.0108 -0.0024 0.0240
C -1.312439 0.185191 -3.715746 -0.0264 -0.0232 -0.0309
C -0.786426 -1.030348 -3.271791 -0.0055 0.1636 0.0586
C -0.899592 -2.157442 -4.081812 0.0108 0.0062 0.0148
C -1.550915 -2.071579 -5.305372 0.0234 -0.0305 0.0202
P 0.169162 -0.996489 -1.721216 0.0157 0.0067 -0.0966
C 0.432301 -2.730134 -1.283699 -0.1026 0.0083 0.0197
C -0.694539 -3.545495 -1.135513 0.0583 0.0187 -0.0178
C -0.548660 -4.878323 -0.789078 0.0115 -0.0028 -0.0305
C 0.723366 -5.404692 -0.581278 -0.0448 -0.0399 0.0003
C 1.840146 -4.595645 -0.707830 0.0494 0.0606 -0.0108
C 1.698822 -3.257985 -1.060916 0.0386 -0.0216 0.0073
C 1.761464 -0.330200 -2.284245 -0.0378 0.0021 0.0929
C 2.570900 -0.904974 -3.248912 0.0498 -0.0109 -0.0590
C 3.731214 -0.251675 -3.649929 -0.0205 -0.0158 0.0115
C 4.067536 0.965718 -3.078543 0.0323 0.0330 0.0030
C 3.256923 1.548184 -2.105843 0.0178 0.0069 0.0064
C 3.658371 2.787425 -1.445920 -0.0240 -0.0329 0.0114
C 2.924693 3.338744 -0.482195 0.0040 0.0374 0.0326
C 1.622263 2.737785 -0.039988 0.1446 -0.0679 -0.0379
C 1.138385 1.454948 -0.709030 0.1312 0.1189 -0.0204
C 2.079609 0.898167 -1.702990 0.0010 -0.0314 0.0437
H -2.591021 -0.804114 -6.685835 0.0123 -0.0037 0.0204
H -2.364081 1.213237 -5.272460 0.0054 -0.0097 0.0042
H -1.216710 1.073998 -3.101951 -0.0067 -0.0068 -0.0107
H -0.479763 -3.104728 -3.773422 0.0072 -0.0393 0.0473
H -1.638252 -2.953428 -5.926169 0.0010 0.0077 0.0042
H -1.685778 -3.138308 -1.302434 -0.0305 -0.0010 -0.0327
H -1.422357 -5.509998 -0.691574 0.0129 0.0053 -0.0018
H 0.839473 -6.450492 -0.324130 -0.0075 0.0296 -0.0037
H 2.831462 -4.996169 -0.536819 -0.0187 -0.0049 -0.0028
H 2.582298 -2.637813 -1.160163 -0.0141 -0.0297 0.0175
H 2.300092 -1.855043 -3.695684 0.0099 0.0264 0.0017
H 4.369732 -0.691753 -4.404547 -0.0144 0.0113 0.0203
H 4.976198 1.473046 -3.381943 -0.0228 -0.0200 -0.0011
H 4.616368 3.218442 -1.713946 -0.0180 -0.0006 -0.0058
H 3.311105 4.175127 0.097130 -0.0091 -0.0276 -0.0549
H 1.688083 2.546219 1.036066 -0.0303 0.0036 -0.0138
Se 0.934998 5.501123 -0.663992 0.0883 -0.0120 -0.0181
N -0.685837 5.983509 -0.257484 0.0197 0.0765 -0.0285
C -1.375522 4.957036 0.193224 0.0152 -0.0930 0.0019
C -2.712966 5.020019 0.681466 -0.0720 0.0498 0.0181
C -3.235609 3.871317 1.168969 -0.0852 0.0472 0.0207
C -2.494777 2.658163 1.098895 -0.0429 -0.0346 0.0314
N -1.279910 2.532029 0.609624 0.0213 -0.0966 0.0461
C -0.688613 3.696284 0.231140 -0.0893 0.0964 0.0253
N 0.574345 3.794550 -0.145272 0.0477 0.0971 -0.0288
H -3.249832 5.960418 0.667402 0.0324 -0.0446 -0.0040
H -4.233748 3.837858 1.583402 0.0259 -0.0164 -0.0114
H -2.964835 1.743381 1.436055 -0.0152 0.0182 -0.0125
N 3.561607 -0.566043 0.656058 0.0373 0.2114 0.3419
C 4.586243 -1.470292 0.987523 -0.0529 -0.0796 -0.0883
C 5.922177 -1.104990 0.848541 0.0352 0.0389 -0.0086
C 6.926295 -1.994560 1.197072 0.0065 0.0270 -0.0145
C 6.617279 -3.252298 1.697841 0.0322 -0.0133 0.0095
C 5.286925 -3.614975 1.836742 -0.0843 -0.0062 0.0137
C 4.275607 -2.734764 1.476353 -0.0401 -0.0413 0.0014
H 3.739215 -0.009126 -0.162963 0.0039 -0.0539 -0.0647
H 2.631924 -0.956569 0.673138 -0.0272 -0.0769 -0.1455
H 6.171514 -0.117145 0.475042 0.0029 -0.0242 0.0125
H 7.961624 -1.699586 1.083027 -0.0153 0.0024 0.0003
H 7.405189 -3.939675 1.974174 -0.0101 0.0112 -0.0053
H 5.029401 -4.595095 2.222232 0.0071 0.0271 -0.0132
H 3.232784 -3.024039 1.564302 0.0637 -0.0076 0.0001
```
Positions in Å, forces in eV/Å.

No. 2
DFT (ωB97M-V with the def2-TZVPD basis set) results for a molecular structure, C52H42N8O4S4W in a non-equilibrium geometry.

* highest occupied orbital energy: -17.99 eV
* maximum force: 1.09 eV/Å
* energy above the lowest of the compared OMol25 structures with the same formula, charge and spin: 17.2 kcal/mol
* total energy: -4404.24631 Eh
* charge: +4
* orbital gap: 0.241 Eh

Geometry as XYZ:
```
111
Properties=species:S:1:pos:R:3:forces:R:3
W -0.696448 1.084544 -1.425224 0.3513 0.7953 0.4079
O -3.681656 2.343696 1.167547 0.0301 -0.0115 -0.0262
C -2.984498 2.231143 0.204308 0.1084 0.0317 0.2011
O -1.703487 1.852296 0.220182 -0.0417 -0.2254 -0.0886
C -3.384024 2.596290 -1.186246 -0.0583 0.0331 -0.1050
C -4.515516 3.272111 -1.589897 -0.0702 0.0522 -0.0018
C -4.587136 3.695046 -2.914762 -0.0038 0.0145 -0.0244
C -3.512665 3.475538 -3.778277 -0.0677 0.0689 -0.0292
C -2.424867 2.791131 -3.287756 -0.0849 -0.0057 0.0181
N -2.402337 2.328025 -2.041595 0.1945 -0.1352 0.0633
C -1.126725 2.527710 -3.973378 0.1113 -0.1368 0.0722
O -0.911227 2.665800 -5.132306 0.1035 0.0688 0.0292
O -0.226210 2.076817 -3.058382 0.0004 -0.0398 -0.4080
H -5.292313 3.492884 -0.869677 -0.0009 -0.0064 -0.0078
H -5.456075 4.238547 -3.263208 0.0013 -0.0036 0.0002
H -3.501582 3.852816 -4.792378 -0.0060 -0.0085 0.0009
N 0.765185 1.820243 -0.513915 -0.9770 -0.3930 -0.2738
S 1.829566 1.448997 0.534030 -0.0524 -0.3248 0.0386
N 1.728190 -0.078184 0.971960 0.3371 0.2771 0.0223
S 0.913353 -0.697863 2.155966 -0.2005 -0.1591 0.1354
N -0.647231 -0.632911 2.019348 -0.0640 -0.0509 0.1272
S -1.472712 -1.212890 0.786463 0.3103 0.0948 -0.2195
N -1.201433 -0.511516 -0.550642 0.3446 -0.0276 -0.1927
C -1.190017 -2.923934 0.551368 0.0440 -0.0718 0.0035
C -0.443068 -3.338816 -0.548629 -0.1395 -0.0289 0.0924
C -0.221472 -4.697623 -0.702844 -0.0048 -0.0728 0.0220
C -0.741895 -5.601768 0.217821 0.0365 0.0094 -0.0503
C -1.484049 -5.162939 1.309803 -0.0260 0.0190 0.0232
C -1.714683 -3.810944 1.490706 0.0852 -0.0182 -0.0419
C -3.126109 -1.068567 1.310503 -0.1293 0.1158 -0.0210
C -3.470063 -0.346887 2.446286 -0.0476 -0.0810 -0.1297
C -4.813310 -0.274317 2.780448 -0.0586 -0.0020 0.0252
C -5.767654 -0.900896 1.990775 -0.0082 0.0235 0.0190
C -5.400741 -1.612021 0.848846 -0.0049 0.0079 0.0086
C -4.068988 -1.704275 0.495459 -0.0087 0.0505 0.0717
C 1.540147 -2.333608 2.237136 -0.0251 0.0021 0.0053
C 2.476500 -2.788360 1.317778 -0.0127 -0.0846 0.0302
C 2.978531 -4.070711 1.484957 -0.0156 0.0108 -0.0217
C 2.543713 -4.857797 2.542748 -0.0149 -0.0143 0.0316
C 1.592111 -4.384002 3.443984 0.0072 -0.0288 -0.0020
C 1.076324 -3.110048 3.300239 0.0898 0.0197 -0.0594
C 1.217424 0.006519 3.732125 0.0601 -0.0280 -0.0390
C 0.249139 0.759198 4.385328 0.0569 0.0271 -0.0189
C 0.551211 1.243665 5.648845 -0.0042 0.0134 -0.0185
C 1.786616 0.974943 6.224473 0.0380 -0.0015 0.0019
C 2.747120 0.229791 5.543980 0.0039 0.0379 0.0382
C 2.471036 -0.265212 4.283977 -0.0513 0.0383 -0.0060
C 3.433642 1.570220 -0.137908 0.0229 0.0355 -0.1259
C 3.662034 2.698227 -0.923587 0.0720 -0.0302 -0.0178
C 4.941779 2.900998 -1.409681 0.0144 0.0084 -0.0151
C 5.954035 1.994548 -1.106319 0.0051 -0.0026 0.0071
C 5.700793 0.876872 -0.318146 0.0074 -0.0115 0.0010
C 4.427515 0.650576 0.182475 -0.0197 0.1265 -0.0703
C 1.725091 2.601467 1.837038 -0.0760 0.1213 0.0242
C 2.862741 2.841539 2.608653 -0.1027 -0.0153 0.0376
C 2.764597 3.777003 3.622548 0.0210 0.0036 0.0140
C 1.567672 4.456930 3.833988 -0.0034 0.0064 0.0144
C 0.449696 4.203693 3.047144 0.0123 0.0124 0.0250
C 0.513663 3.265431 2.031087 0.1710 -0.0164 0.0833
H -0.065063 -2.626599 -1.270254 -0.0017 0.0390 0.0149
H 0.346952 -5.054657 -1.551512 -0.0075 -0.0085 0.0128
H -0.577173 -6.662474 0.078663 0.0028 0.0065 -0.0064
H -1.893469 -5.874968 2.014073 0.0074 -0.0042 -0.0172
H -2.297953 -3.460957 2.333402 -0.0153 0.0165 -0.0081
H -2.721518 0.148043 3.043564 0.0190 -0.0084 0.0058
H -5.114144 0.276804 3.660874 -0.0044 -0.0076 -0.0083
H -6.812040 -0.842100 2.268741 0.0104 -0.0021 -0.0008
H -6.153500 -2.110097 0.252374 -0.0007 0.0075 0.0173
H -3.763274 -2.284671 -0.367224 0.0111 -0.0129 0.0158
H 2.796479 -2.166013 0.495072 0.0265 0.0090 -0.0026
H 3.715411 -4.452039 0.791006 -0.0001 0.0006 0.0073
H 2.953556 -5.851065 2.672829 -0.0047 0.0052 0.0077
H 1.264555 -5.005004 4.266806 0.0058 -0.0051 -0.0033
H 0.353949 -2.722894 4.009457 0.0089 0.0054 -0.0089
H -0.705523 0.960189 3.922606 -0.0203 -0.0093 0.0050
H -0.185465 1.822752 6.189366 0.0030 -0.0047 -0.0017
H 2.003554 1.342491 7.219193 0.0002 -0.0020 -0.0068
H 3.702884 0.020751 6.005453 -0.0102 0.0042 0.0026
H 3.201312 -0.870464 3.759883 -0.0188 0.0050 0.0086
H 2.866843 3.400143 -1.144606 0.0060 -0.0192 0.0059
H 5.153340 3.772134 -2.015670 0.0069 -0.0156 0.0107
H 6.954389 2.166828 -1.482219 -0.0086 -0.0060 0.0064
H 6.498926 0.184539 -0.085352 -0.0077 0.0124 -0.0072
H 4.217588 -0.205249 0.806275 -0.0102 -0.0330 0.0136
H 3.799400 2.333732 2.415086 -0.0157 0.0068 -0.0047
H 3.631148 3.998083 4.231320 -0.0121 0.0037 0.0011
H 1.513549 5.206460 4.613253 0.0001 -0.0079 -0.0034
H -0.468516 4.750260 3.216126 0.0097 -0.0005 -0.0026
H -0.338317 3.058021 1.402126 -0.0256 -0.0111 -0.0160
C 3.452742 0.537161 -4.530403 -0.1190 -0.0565 -0.0521
N 2.058678 0.259565 -4.898824 0.1378 0.0703 -0.0600
C 1.567392 0.364216 -6.193054 0.0545 0.0134 0.1210
C 0.255956 0.081959 -6.149175 -0.0242 -0.0102 0.0322
N -0.044543 -0.204778 -4.818854 -0.2613 -0.0874 0.0038
C 1.072822 -0.090182 -4.073681 0.1944 0.0616 -0.0662
S 1.193000 -0.419237 -2.396070 -0.2077 -0.0901 0.2612
C -1.310706 -0.650666 -4.359333 0.1354 0.0720 -0.1299
C -2.008824 -1.522706 -5.177681 -0.0569 -0.0199 -0.0813
C -3.275245 -1.928740 -4.805458 -0.0080 -0.0302 -0.0255
C -3.797852 -1.452384 -3.611656 -0.0353 -0.0087 -0.0074
C -3.023412 -0.615173 -2.843921 -0.0459 0.0951 -0.0448
N -1.790392 -0.198877 -3.193734 0.0098 -0.0050 0.2310
H 4.108914 -0.091864 -5.126581 0.0025 -0.0133 0.0043
H 3.588280 0.316636 -3.476396 -0.0079 0.0054 0.0155
H 3.669096 1.585089 -4.724419 -0.0138 0.0107 -0.0125
H 2.194048 0.649079 -7.020797 0.0064 0.0030 0.0150
H -0.493447 0.108227 -6.920286 -0.0003 -0.0095 0.0155
H -1.552440 -1.876404 -6.091417 -0.0040 -0.0269 0.0118
H -3.839905 -2.606198 -5.432644 0.0018 0.0094 -0.0014
H -4.790691 -1.724826 -3.282058 0.0037 0.0067 0.0044
H -3.410565 -0.231063 -1.909780 0.0240 -0.0434 0.0466
```
Positions in Å, forces in eV/Å.

Values for LUMO level, eV, ordered as above
-7.52 -11.44